[1]
Molecular formula: C53H50ClF6O3PS
Method: DFT, ωB97M-V with the def2-TZVPD basis set

```
! RIJCOSX wB97M-V def2-TZVPD def2/J DEFGRID3
* xyz 0 1
C 3.8136 0.1074 0.4761
O 3.9612 -0.2358 -0.9053
C 3.7834 -1.6530 -1.0913
C 3.5997 -2.0576 -2.5911
C 2.2460 -1.5721 -3.2723
C 1.1398 -1.2383 -2.2018
C 0.7706 0.1692 -2.0613
C -0.2331 0.6484 -1.0849
C -0.6188 2.1558 -1.0075
C 0.4083 3.0765 -0.2385
C 0.1574 3.1003 1.3495
Cl 2.1533 2.7730 -0.6331
C -0.8499 -0.4047 -0.2397
C -0.4944 -1.8249 -0.3689
C 0.5070 -2.2915 -1.3780
C 0.8476 -3.7847 -1.5356
O 1.3957 -4.2836 -2.5031
C 0.4187 -4.7390 -0.3914
C -0.5044 -4.3530 0.5383
P -0.9048 -5.6296 1.8574
S 0.6938 -6.6967 2.2818
C -1.1554 -2.9287 0.5082
O -2.1744 -2.7516 1.1465
H 4.3581 1.0783 0.6650
H 4.2516 -0.6502 1.1830
H 2.7242 0.2755 0.7121
H 4.7602 -2.1244 -0.7481
H 2.9954 -2.0444 -0.3926
H 3.7575 -3.1636 -2.6966
H 4.4373 -1.5572 -3.1636
H 1.8633 -2.4055 -3.9189
H 2.4421 -0.6928 -3.9514
H 1.2529 0.9520 -2.7053
H -0.7796 2.5538 -2.0411
H -1.5924 2.2025 -0.4341
H 0.1915 4.1322 -0.5729
H 0.1316 4.1754 1.6681
H -0.7955 2.5537 1.5540
H 1.0673 2.6425 1.8125
H -1.6257 -0.0672 0.4955
H 0.8707 -5.7616 -0.3752
H -1.8594 -6.5184 1.2701
H -1.3413 -5.0490 3.0764
F 0.8280 6.0535 0.6603
C 0.0075 7.0439 1.0640
C 0.5056 8.3276 1.1796
C -0.3376 9.3514 1.5897
C -1.6674 9.0760 1.8898
C -2.1550 7.7796 1.7741
C -1.3143 6.7567 1.3530
H 1.5450 8.5205 0.9498
H 0.0409 10.3627 1.6760
H -2.3242 9.8748 2.2141
H -3.1900 7.5651 2.0117
H -1.6791 5.7420 1.2485
F -4.3552 -1.8048 -6.6320
C -3.3067 -2.2808 -5.9379
C -2.8500 -1.5813 -4.8352
C -1.7694 -2.0758 -4.1148
C -1.1531 -3.2576 -4.5130
C -1.6194 -3.9478 -5.6261
C -2.7063 -3.4602 -6.3405
H -3.3382 -0.6586 -4.5460
H -1.4080 -1.5403 -3.2448
H -0.3081 -3.6407 -3.9544
H -1.1358 -4.8664 -5.9375
H -3.0887 -3.9889 -7.2049
F 2.8425 10.7876 -1.3983
C 2.5506 9.7637 -2.2196
C 2.6574 8.4673 -1.7506
C 2.3513 7.4088 -2.5959
C 1.9522 7.6598 -3.9040
C 1.8536 8.9677 -4.3650
C 2.1491 10.0273 -3.5166
H 2.9780 8.2910 -0.7318
H 2.4244 6.3892 -2.2356
H 1.7177 6.8332 -4.5649
H 1.5464 9.1622 -5.3856
H 2.0694 11.0528 -3.8556
F 1.9349 -10.4180 -4.2834
C 1.1258 -9.4186 -3.8913
C 1.6365 -8.1377 -3.7770
C 0.7987 -7.1037 -3.3764
C -0.5363 -7.3668 -3.0854
C -1.0351 -8.6594 -3.1998
C -0.2011 -9.6915 -3.6105
H 2.6805 -7.9551 -4.0002
H 1.1837 -6.0928 -3.2894
H -1.1890 -6.5598 -2.7686
H -2.0741 -8.8636 -2.9689
H -0.5740 -10.7029 -3.7136
F 0.8933 -3.7910 3.3243
C 0.8149 -3.1323 4.4947
C 0.7981 -3.8511 5.6759
C 0.7215 -3.1697 6.8844
C 0.6520 -1.7805 6.8954
C 0.6652 -1.0710 5.6999
C 0.7526 -1.7502 4.4916
H 0.8449 -4.9332 5.6458
H 0.7151 -3.7212 7.8170
H 0.5877 -1.2505 7.8388
H 0.6072 0.0087 5.7093
H 0.7727 -1.2141 3.5499
F -1.4514 0.9663 6.0662
C -2.7635 0.7487 6.2682
C -3.5294 1.7306 6.8700
C -4.8851 1.5060 7.0732
C -5.4549 0.2993 6.6821
C -4.6721 -0.6806 6.0829
C -3.3186 -0.4535 5.8691
H -3.0657 2.6607 7.1751
H -5.4969 2.2706 7.5367
H -6.5120 0.1236 6.8452
H -5.1160 -1.6221 5.7822
H -2.6944 -1.2019 5.3957
*
```

Its HOMO energy is -8.52 eV. For the HOMO-LUMO gap, the calculation gives 0.253 hartree. As for the calculated total energy: -110862.9398 eV. The value obtained for the energy above the lowest of the compared OMol25 structures with the same formula, charge and spin is 48.59 kcal per mole.


[2]
Molecular formula: C22H13BaCl2F5N2O2S
Method: DFT, ωB97M-V with the def2-TZVPD basis set

```
! RIJCOSX wB97M-V def2-TZVPD def2/J DEFGRID3
* xyz 0 1
Ba 0.6597 -2.8320 -0.0733
Cl 3.8414 -3.5751 0.6205
C 3.4560 -3.3878 2.3705
Cl 1.8417 -4.0478 2.7272
H 3.4422 -2.3285 2.6019
H 4.1930 -3.9486 2.9260
O 2.7063 -0.3010 2.7998
C 2.1910 0.0230 1.7520
N 1.9869 1.3005 1.3089
C 1.3295 1.3602 0.0208
C 1.2099 -0.1497 -0.2482
O 0.6991 -0.6647 -1.2745
N 1.7232 -0.8721 0.7647
C -0.0277 2.0585 0.1315
C -1.2351 1.3764 0.0835
C -2.4368 2.0602 0.2409
C -2.4388 3.4295 0.4490
C -1.2314 4.1196 0.4962
C -0.0372 3.4378 0.3328
C 2.1935 1.9779 -1.0799
C 1.6430 2.1548 -2.3481
C 2.4027 2.7014 -3.3678
C 3.7194 3.0849 -3.1316
C 4.2698 2.9066 -1.8730
C 3.5093 2.3490 -0.8483
H 2.1045 2.0921 1.9164
H -1.2644 0.3105 -0.0929
H -3.3698 1.5123 0.1949
H -3.3747 3.9608 0.5698
H -1.2229 5.1910 0.6519
H 0.9005 3.9855 0.3462
H 0.6168 1.8595 -2.5320
H 1.9662 2.8327 -4.3497
H 4.3107 3.5186 -3.9285
H 5.2948 3.1989 -1.6813
H 3.9487 2.1985 0.1296
F -6.5751 -2.8204 -0.7461
C -5.3908 -3.1845 -0.2499
C -4.2645 -2.4306 -0.5008
F -4.3441 -1.3279 -1.2557
C -3.0609 -2.8333 0.0323
F -1.9702 -2.0714 -0.2832
C -2.8933 -3.9609 0.8233
S -1.3240 -4.3518 1.5007
C -4.0497 -4.7028 1.0369
F -4.0121 -5.8156 1.7706
C -5.2750 -4.3285 0.5156
F -6.3611 -5.0656 0.7503
*
```

Its HOMO energy is -7.71 eV. For the HOMO-LUMO gap, the calculation gives 0.270 hartree. As for the calculated total energy: -80264.2843 eV. The value obtained for the energy above the lowest of the compared OMol25 structures with the same formula, charge and spin is 8.31 kcal per mole.


[3]
Molecular formula: C6H10BrIN3
Method: DFT, ωB97M-V with the def2-TZVPD basis set

```
! RIJCOSX wB97M-V def2-TZVPD def2/J DEFGRID3
* xyz 1 1
C -0.2974 -1.8474 0.6817
C 0.2263 1.6292 0.7188
C -0.6607 -2.2180 -0.5428
C -3.0273 -1.7550 -0.5334
C -0.1339 1.7873 2.0366
C 1.1779 1.5049 -1.5951
N -2.0090 -2.4390 -0.6630
N 0.1052 -2.5639 -1.6007
N 0.6167 1.4210 -0.3459
Br 1.4649 -1.3282 1.1636
I -3.2047 0.2545 0.2283
H -3.9069 -2.1828 -0.9148
H -0.0931 0.8834 2.6487
H -1.0380 2.3692 2.0880
H 0.6633 2.4228 2.5290
H 1.3322 0.3757 -1.8426
H 0.5793 1.8841 -2.3524
H 2.1947 1.9285 -1.7064
H 1.0993 -2.7915 -1.5907
H -0.3192 -3.1088 -2.4011
H -1.0117 -1.5974 1.5046
*
```

Its HOMO energy is -11.43 eV. For the HOMO-LUMO gap, the calculation gives 0.296 hartree. As for the calculated total energy: -88988.1637 eV. The value obtained for the energy above the lowest of the compared OMol25 structures with the same formula, charge and spin is 34.14 kcal per mole.


[4]
Molecular formula: C2H6N2O2
Method: DFT, ωB97M-V with the def2-TZVPD basis set

```
! RIJCOSX wB97M-V def2-TZVPD def2/J DEFGRID3
* xyz 0 1
H 2.4687 -0.8442 -0.4171
N 1.9961 0.0364 -0.1505
C 0.7348 0.0129 -0.0406
C -0.0549 1.0949 0.4602
O -0.8920 1.6246 -0.6345
N 0.0685 -1.1775 -0.2979
O -1.3990 -1.1432 0.0246
H -0.6298 0.8014 1.4035
H 0.6346 1.8607 0.8626
H -1.6131 1.0311 -0.8140
H 0.1867 -1.6170 -1.2994
H -1.5006 -1.6801 0.9031
*
```

Its HOMO energy is -9.71 eV. For the HOMO-LUMO gap, the calculation gives 0.377 hartree. As for the calculated total energy: -9243.5940 eV. The value obtained for the energy above the lowest of the compared OMol25 structures with the same formula, charge and spin is 85.87 kcal per mole.